Version A
Computed, not measured: the molecule C6H10BrN3O, with wB97M-V/def2-TZVPD.

Summary:
**HOMO-LUMO gap (alpha / beta)**: 6.95 / 7.57 eV

Last columns: bonded neighbours and bond lengths (Å).
Atoms and positions in Å:
1 C -0.198 -1.362 -0.533  C5 1.507, N9 1.379, O10 1.223
2 C -0.562 2.767 0.335  C3 1.449, C4 1.575, H12 1.238, H13 1.068
3 C -1.265 1.655 0.942  C2 1.449, H14 1.028, H15 1.020
4 C 0.179 2.309 -0.977  C2 1.575, N7 1.418, H16 1.115, H17 1.170
5 C 0.602 -0.090 -0.415  C1 1.507, N7 1.353, N8 1.366
6 C -0.144 -3.710 0.268  N9 1.482, H18 1.047, H19 1.123, H20 1.211
7 N 0.947 1.119 -0.914  C4 1.418, C5 1.353, N8 1.521
8 N 1.461 0.577 0.411  C5 1.366, N7 1.521, Br11 2.102
9 N 0.338 -2.309 0.315  C1 1.379, C6 1.482, H21 0.954
10 O -1.266 -1.458 -1.120  C1 1.223
11 Br 3.446 -0.103 0.286  N8 2.102
12 H -1.257 3.637 -0.207  C2 1.238
13 H 0.008 3.335 1.037  C2 1.068
14 H -1.066 1.474 1.934  C3 1.028
15 H -1.627 0.843 0.441  C3 1.020
16 H -0.595 2.097 -1.750  C4 1.115
17 H 0.847 3.209 -1.312  C4 1.170
18 H 0.661 -4.304 -0.041  C6 1.047
19 H -0.720 -3.927 1.208  C6 1.123
20 H -0.914 -3.759 -0.666  C6 1.211
21 H 1.125 -1.998 0.756  N9 0.954

Atom charges from the Löwdin analysis, given in e for atoms 1 to 8:
1. C -0.429
2. C -0.248
3. C 0.038
4. C -0.196
5. C -0.264
6. C -0.039
7. N -0.031
8. N -0.200



Version B
Computed, not measured: the molecule C6H10BrN3O, with wB97M-V/def2-TZVPD.

Summary:
**HOMO-LUMO gap**: 9.64 eV

Last columns: bonded neighbours and bond lengths (Å).
Atoms and positions in Å:
1 C 1.249 -3.295 -0.380  N2 1.489, H12 1.080, H13 1.144, H14 1.168
2 N 1.239 -1.806 -0.364  C1 1.489, C3 1.313, H15 1.072
3 C 0.447 -1.202 0.493  N2 1.313, O4 1.230, C5 1.564
4 O -0.123 -1.816 1.393  C3 1.230
5 C 0.449 0.362 0.467  C3 1.564, C6 1.526, N9 1.448, N10 1.395
6 C -0.624 1.081 1.278  C5 1.526, C7 1.584, H16 1.117, H17 1.103
7 C -0.819 2.422 0.458  C6 1.584, C8 1.498, H18 1.098, H19 1.102
8 C -0.239 2.114 -0.888  C7 1.498, N9 1.439, H20 1.069, H21 1.028
9 N 0.712 1.039 -0.786  C5 1.448, C8 1.439, N10 1.418
10 N 1.586 1.157 0.325  C5 1.395, N9 1.418, Br11 1.887
11 Br 3.237 0.242 0.320  N10 1.887
12 H 0.220 -3.624 -0.347  C1 1.080
13 H 1.641 -3.833 -1.310  C1 1.144
14 H 1.630 -3.623 0.674  C1 1.168
15 H 1.526 -1.182 -1.187  N2 1.072
16 H -0.048 1.260 2.218  C6 1.117
17 H -1.607 0.620 1.474  C6 1.103
18 H -1.833 2.843 0.437  C7 1.098
19 H -0.067 3.063 0.946  C7 1.102
20 H -0.960 1.639 -1.517  C8 1.069
21 H 0.340 2.898 -1.215  C8 1.028

Atom charges from the Löwdin analysis, given in e for atoms 1 to 8:
1. C -0.059
2. N -0.055
3. C -0.492
4. O 0.045
5. C -0.458
6. C -0.072
7. C -0.142
8. C -0.182



The structure with the least stability is version A.